Computed, not measured: a cluster of 9 separate species, C35H71Cl16N4O2 in total at a distorted geometry, with ωB97M-V with the def2-TZVPD basis set.

Each line ends with the Mulliken charge.
Positions of all 128 atoms, in Å:
Cl: -0.4775 1.1532 -1.4840  0.04
Cl: 9.3684 1.9095 -2.0654  -0.19
Cl: -0.1429 7.7387 0.6146  -0.17
Cl: -2.9270 6.4013 -2.6034  -0.20
Cl: 1.6757 7.7900 3.4867  -0.16
Cl: 1.8232 -1.7284 -7.5275  -0.19
Cl: -4.3571 -5.1806 -5.7552  -0.14
Cl: -2.6925 -6.5292 -3.1082  -0.18
Cl: 10.1456 -0.8818 -0.2643  -0.18
Cl: -1.0181 4.2937 4.8867  -0.17
Cl: 5.4178 0.3459 0.2200  -0.23
Cl: 5.1002 -3.0169 -0.2362  -0.16
Cl: -0.6462 -3.9769 -6.8820  -0.06
Cl: 2.1607 3.1284 4.4826  -0.24
Cl: -5.8302 8.1333 -3.0094  -0.18
Cl: -3.6755 2.3046 -1.2820  -0.20
O: -3.1572 -2.1642 1.9364  -0.59
O: 2.4438 -3.3168 3.4747  -0.41
N: 0.6027 -0.9142 1.7292  0.12
N: -3.6838 -0.8799 3.6790  -0.14
N: 0.5682 0.9243 3.1629  0.70
N: 1.7564 -1.0649 3.5903  -0.24
C: 5.3366 -0.9076 1.4860  0.21
C: 0.4940 5.1769 5.2174  -0.31
C: -4.9812 -6.3793 -4.5949  -0.47
C: -3.6140 0.5516 4.0505  -1.16
C: 0.8345 9.1719 2.7292  -0.51
C: 1.9539 -3.5059 -7.5669  -0.48
C: -4.4347 -6.1638 -3.2069  -0.45
C: 0.9361 -0.2689 2.8373  -0.64
C: -2.1863 3.1963 -0.8661  0.69
C: 1.5823 4.8101 4.2428  -0.79
C: -0.4451 8.7464 2.0541  -0.48
C: -5.4508 6.5172 -3.6539  -0.53
C: 1.3957 -2.4643 3.2469  -0.84
C: -2.3094 -0.8993 -3.8251  0.14
C: 8.7848 1.4822 -0.4373  -0.06
C: -1.8064 1.5762 2.6140  0.19
C: -3.5177 -1.8043 -4.0685  -1.31
C: 0.6846 -4.1587 -8.0519  -0.56
C: -0.7915 -3.3317 -2.1554  -0.71
C: 0.7865 -2.3916 1.8237  0.42
C: -4.5370 -0.3882 1.3152  -0.83
C: -1.0359 2.8286 -1.7656  -0.95
C: 9.8275 0.7533 0.3709  -0.49
C: -0.8961 -3.0685 -3.6667  -0.58
C: -2.1692 1.0649 4.0111  -0.39
C: 1.7109 -2.8026 0.6705  -1.44
C: 0.9921 -3.7273 -0.3508  -1.52
C: -4.5775 5.7246 -2.7157  -0.30
C: 1.8680 -4.2495 5.6921  -0.97
C: 2.0618 -4.4973 4.1916  -0.26
C: -0.9355 -1.5765 -3.9994  -0.14
C: -0.2934 1.6996 2.2873  -1.15
C: -3.7415 -1.1897 2.3143  0.55
C: 0.5934 -2.9479 -1.6263  0.24
C: 6.0021 -2.1929 1.0606  -0.45
H: -1.6842 -3.6529 -4.1357  0.15
H: -0.5066 -1.3754 -4.9768  0.26
H: 1.0805 -4.9237 6.0260  0.34
H: -3.5712 -2.6407 -3.3766  0.15
H: 9.4776 0.6318 1.3956  0.27
H: -4.4774 4.7024 -3.0781  0.22
H: -2.3667 -0.1023 -4.5681  0.43
H: 7.0175 -2.0242 0.7070  0.32
H: -2.2682 0.9927 1.8184  -0.09
H: 6.0420 -2.8781 1.9063  0.31
H: -4.9958 5.6921 -1.7124  0.34
H: -4.4225 0.6820 1.4572  0.25
H: 0.2684 6.2348 5.1312  0.25
H: -1.0835 8.1814 2.7297  0.29
H: -4.5828 -5.1383 -2.8757  0.22
H: -4.9385 -6.8285 -2.5066  0.40
H: 2.6361 -3.2395 1.0285  0.67
H: -6.3985 5.9999 -3.7953  0.34
H: -1.3020 2.9228 -2.8155  0.42
H: 1.2512 4.9084 3.2123  0.45
H: 0.0912 -4.1270 0.1114  0.51
H: -1.5926 -2.8405 -1.6026  0.04
H: 1.1766 -4.9628 3.7558  0.28
H: 7.8836 0.8865 -0.5486  -0.04
H: 1.7024 -4.5142 -0.5843  0.39
H: -0.8777 -4.4132 -2.0384  0.39
H: -0.2572 -1.0866 -3.2954  0.05
H: 0.5695 -1.8892 -1.3554  -0.19
H: -3.9421 0.6324 5.0860  0.45
H: 4.2888 -1.0632 1.7353  -0.40
H: -4.1653 -0.6548 0.3345  0.18
H: -0.9925 9.6258 1.7191  0.35
H: -2.1059 1.9017 4.7008  0.31
H: -0.1547 1.3427 1.2735  0.28
H: -5.5897 -0.6590 1.3625  0.37
H: -6.0653 -6.2755 -4.5833  0.31
H: 0.7886 4.9702 6.2438  0.38
H: -0.1892 3.4840 -1.5662  0.42
H: 8.5208 2.4154 0.0592  0.32
H: -4.7356 -7.3697 -4.9706  0.32
H: 1.9871 -1.8863 0.1576  0.55
H: 0.5448 -2.6714 3.9123  0.71
H: 0.0374 -3.4515 -4.0798  0.40
H: 2.4452 5.4549 4.3870  0.47
H: -4.9795 6.6439 -4.6256  0.34
H: 0.3572 -3.7416 -9.0012  0.33
H: -4.2731 1.1961 3.4815  0.34
H: 2.8821 -5.1958 4.0639  0.40
H: -2.7977 -1.2829 3.9637  0.29
H: 0.6145 9.8852 3.5217  0.32
H: -2.4119 4.2565 -0.9674  0.16
H: 10.7692 1.2964 0.3923  0.37
H: 5.8414 -0.5063 2.3638  0.40
H: 2.7627 -4.4537 6.2665  0.30
H: 1.6106 -0.8940 4.5794  0.38
H: 0.0172 2.7395 2.3188  0.14
H: -3.5928 -2.1523 -5.0945  0.28
H: -1.5093 0.2912 4.4097  0.11
H: 1.4957 -3.2449 5.8816  0.24
H: -0.3479 -0.7314 1.4143  -0.02
H: 1.5231 9.6386 2.0296  0.36
H: -2.2207 2.5794 2.5447  0.59
H: 0.8479 -5.2272 -8.1855  0.30
H: -1.9554 2.9939 0.1772  -0.62
H: -2.4379 -0.4083 -2.8600  -0.23
H: 0.8902 1.2725 4.0632  0.36
H: 2.7735 -3.7494 -8.2414  0.37
H: 1.3740 -3.0853 -2.3707  0.40
H: -0.1583 -2.9215 1.8568  0.97
H: -4.4132 -1.2002 -3.9092  0.49
H: 2.2182 -3.8447 -6.5678  0.30

Forces on the atoms, in the same order (eV/Å):
Cl 0.027 0.006 0.082
Cl 0.005 -0.024 -0.009
Cl -0.003 -0.066 0.033
Cl 0.033 0.008 0.045
Cl 0.080 0.268 -0.128
Cl -0.017 0.016 0.053
Cl 0.054 -0.001 -0.018
Cl 0.025 0.024 -0.007
Cl -0.016 -0.026 0.002
Cl -0.041 -0.043 -0.027
Cl -0.181 -0.003 0.010
Cl 0.077 0.001 -0.084
Cl -0.040 -0.016 -0.070
Cl 0.254 0.265 0.151
Cl 0.027 0.013 -0.003
Cl 0.003 -0.055 0.070
O 1.191 -1.509 -0.604
O 0.002 -0.031 -0.204
N -2.822 -0.509 -0.781
N 0.303 1.530 -1.148
N -0.077 0.323 0.142
N -0.417 0.333 0.302
C 0.022 -0.041 0.142
C 0.146 0.052 0.171
C -0.112 -0.051 -0.026
C 0.350 -0.368 1.142
C -0.104 0.222 -0.042
C 0.104 -0.087 -0.041
C -0.112 -0.016 0.094
C 1.111 -1.613 0.362
C 0.006 0.149 0.037
C -0.084 0.085 0.008
C -0.068 0.046 0.022
C -0.063 -0.016 -0.063
C -0.703 0.041 0.763
C -0.185 -0.259 -0.685
C -0.042 0.075 0.013
C 0.607 0.051 0.175
C -0.312 0.677 0.114
C -0.003 -0.079 -0.103
C 0.499 -0.684 -0.977
C 2.193 0.895 0.141
C -0.039 0.191 0.373
C 0.047 0.148 -0.007
C -0.001 0.073 0.118
C 0.653 0.328 0.270
C -0.656 0.428 -0.354
C -0.684 -0.522 -0.160
C 0.552 0.941 0.120
C -0.096 -0.172 -0.033
C -0.609 -0.329 -0.523
C 0.402 -0.185 0.564
C -0.189 0.087 0.762
C -0.648 0.291 0.219
C -0.679 0.544 0.346
C -0.485 0.115 0.899
C 0.083 -0.040 0.102
H -0.215 0.106 0.030
H -0.220 -0.133 -0.293
H 0.066 -0.079 0.258
H 0.076 -0.186 -0.033
H -0.041 0.000 -0.025
H 0.011 0.031 -0.051
H -0.014 0.223 0.067
H -0.044 0.042 -0.065
H -0.113 -0.207 0.086
H -0.057 0.022 0.009
H 0.030 0.093 0.000
H -0.235 0.099 -0.042
H 0.002 -0.001 -0.077
H 0.041 -0.032 -0.013
H 0.067 0.016 -0.061
H 0.014 -0.038 -0.044
H -0.049 -0.184 0.258
H 0.016 -0.023 0.059
H -0.033 -0.103 0.011
H -0.004 -0.076 0.009
H 0.050 -0.366 0.000
H -0.035 -0.014 0.190
H -0.086 0.198 -0.169
H 0.097 -0.018 -0.062
H -0.327 -0.417 -0.183
H -0.322 -0.050 0.229
H 0.171 0.072 -0.133
H 0.179 0.120 -0.192
H -0.198 -0.071 0.036
H -0.002 -0.027 -0.069
H 0.053 -0.042 -0.142
H 0.064 0.019 -0.021
H 0.176 0.020 0.161
H 0.366 0.124 -0.157
H -0.099 0.077 0.130
H 0.016 0.043 0.048
H -0.040 -0.107 -0.032
H -0.013 -0.016 0.042
H 0.057 -0.008 0.024
H 0.077 0.034 0.002
H 0.224 0.070 -0.022
H 0.173 -0.519 0.091
H -0.003 -0.179 -0.181
H 0.054 -0.106 0.090
H 0.043 0.043 0.043
H -0.001 0.071 0.048
H -0.159 -0.194 -0.282
H 0.067 -0.030 -0.227
H -0.371 -0.573 0.456
H -0.025 -0.067 0.034
H 0.046 -0.013 -0.087
H 0.011 -0.046 -0.082
H 0.047 -0.018 -0.030
H 0.151 0.219 0.056
H 0.621 0.052 0.058
H 0.172 0.015 0.151
H 0.234 -0.290 -0.074
H 0.072 -0.077 -0.165
H 0.129 0.145 0.108
H 0.365 0.531 -0.502
H 0.027 -0.112 -0.023
H -0.178 0.069 -0.173
H 0.034 0.009 0.061
H -0.021 -0.079 -0.011
H 0.226 -0.143 0.150
H -0.223 0.336 -0.468
H -0.042 0.019 -0.038
H -0.061 0.083 -0.238
H -0.260 0.167 -0.366
H -0.140 -0.053 0.069
H -0.065 0.046 0.017

Output
Orbital gap, Eh: 0.352
HOMO energy, eV: -11.83
Charge: +1
Total energy, eV: -247857.8007